Molecular formula: C5H8N2
Method: DFT, ωB97M-V/def2-TZVPD

CARTESIAN COORDINATES (ANGSTROEM)
C 0.58999 -1.93860 1.58515
C 0.40114 -0.92438 0.68116
C -0.30649 -1.24053 -0.54905
N -0.71579 -0.17095 -1.14341
C -0.35862 1.05874 -0.34574
N 0.01683 2.13540 -1.22293
C 0.61954 0.47322 0.61290
H 0.32468 -2.96312 1.34289
H 0.96004 -1.73591 2.58523
H -1.33770 1.33505 0.09412
H -0.51467 -2.23348 -0.94337
H -1.22102 -0.12023 -2.01798
H -0.44876 2.99562 -0.96025
H 1.02022 2.27401 -1.17536
H 0.97062 1.05516 1.45664

Calculated values
Energy, eV: -8291.9887
Max |F|, hartree/bohr: 0.0054
Kohn-Sham gap (spin up / spin down), eV: 6.1600 / 6.1801
Energy above the lowest of the compared OMol25 structures with the same formula, charge and spin, eV: 3.008
2S+1: 1

Charge distribution, natural (NBO) scheme, values in e: atom 1 (C): -0.53, atom 2 (C): -0.12, atom 3 (C): 0.25, atom 4 (N): -0.46, atom 5 (C): 0.09, atom 6 (N): -0.84, atom 7 (C): -0.53, atom 8 (H): 0.19, atom 9 (H): 0.20, atom 10 (H): 0.16, atom 11 (H): 0.21, atom 12 (H): 0.42, atom 13 (H): 0.37, atom 14 (H): 0.38, atom 15 (H): 0.21



Molecular formula: C2H36O16
Method: DFT, ωB97M-V/def2-TZVPD

CARTESIAN COORDINATES (ANGSTROEM)
O -1.07280 -0.33588 -3.92668
H -0.45304 0.40658 -3.85105
H -0.56045 -1.10502 -3.61606
O 1.83781 1.82136 3.37143
H 0.99275 1.81330 3.83417
H 2.47096 1.46694 4.00864
O 3.85402 0.11784 -2.82437
H 3.42080 -0.46270 -2.18100
H 4.33265 -0.48027 -3.40619
O -2.74913 0.02672 3.13315
H -3.40912 0.62770 3.49653
H -2.63456 -0.66457 3.79273
O 1.94215 3.70904 -1.76693
H 1.61077 3.34004 -0.93892
H 1.60487 3.12327 -2.45455
O 2.95389 -0.46189 2.03431
H 2.60840 0.31797 2.49559
H 2.39895 -1.18140 2.36235
O 1.04287 -1.91097 3.84672
H 0.50579 -2.26384 3.12402
H 0.49706 -1.21535 4.22443
O -1.47493 -2.86788 2.17497
H -1.37818 -3.79020 2.43617
H -1.38932 -2.87480 1.21394
O 1.24655 1.29794 -3.77698
H 1.53488 1.81211 -4.53836
H 2.01353 0.74926 -3.55174
O -3.21471 -0.83733 -1.84550
H -2.77157 -0.43465 -1.08320
H -2.48521 -1.06807 -2.43840
O 2.66921 -2.35073 -1.77252
H 3.42929 -2.93183 -1.89194
H 2.22193 -2.69079 -0.98868
O -4.93959 -1.27078 0.90360
H -5.07733 -0.77413 0.08914
H -4.04917 -1.03661 1.17720
O 1.18641 3.76723 1.07033
H 1.23443 2.85981 1.39459
H 0.50581 4.17729 1.61166
O -3.10184 2.83525 1.08749
H -2.38249 2.26042 0.79542
H -2.72588 3.72030 1.10147
O -0.02674 -2.73896 -3.05251
H 0.90024 -2.82134 -2.78770
H -0.22984 -3.54590 -3.53605
C 0.29522 0.40775 -0.63142
C -0.44538 0.08143 0.65941
O -1.84779 0.09089 0.52819
H 1.38212 0.45515 -0.53467
H -0.05784 1.30977 -1.12663
H 0.17195 -0.45113 -1.30162
H -0.13309 0.82562 1.40752
H -0.05528 -0.87989 1.01680
H -2.20001 0.02596 1.43168

Calculated values
Energy, eV: -35419.0176
Max |F|, hartree/bohr: 0.0323
Kohn-Sham gap, eV: 9.2560
Energy above the lowest of the compared OMol25 structures with the same formula, charge and spin, eV: 2.871
2S+1: 1

Charge distribution, natural (NBO) scheme, values in e: atom 1 (O): -1.00, atom 2 (H): 0.49, atom 3 (H): 0.48, atom 4 (O): -0.95, atom 5 (H): 0.48, atom 6 (H): 0.49, atom 7 (O): -0.96, atom 8 (H): 0.49, atom 9 (H): 0.47, atom 10 (O): -0.96, atom 11 (H): 0.50, atom 12 (H): 0.49, atom 13 (O): -0.96, atom 14 (H): 0.48, atom 15 (H): 0.47, atom 16 (O): -0.97, atom 17 (H): 0.48, atom 18 (H): 0.48, atom 19 (O): -0.95, atom 20 (H): 0.49, atom 21 (H): 0.47, atom 22 (O): -0.96, atom 23 (H): 0.48, atom 24 (H): 0.49, atom 25 (O): -0.98, atom 26 (H): 0.48, atom 27 (H): 0.50, atom 28 (O): -0.98, atom 29 (H): 0.48, atom 30 (H): 0.49, atom 31 (O): -0.96, atom 32 (H): 0.49, atom 33 (H): 0.49, atom 34 (O): -0.95, atom 35 (H): 0.48, atom 36 (H): 0.46, atom 37 (O): -0.94, atom 38 (H): 0.48, atom 39 (H): 0.47, atom 40 (O): -0.95, atom 41 (H): 0.48, atom 42 (H): 0.46, atom 43 (O): -0.96, atom 44 (H): 0.49, atom 45 (H): 0.48, atom 46 (C): -0.65, atom 47 (C): -0.05, atom 48 (O): -0.78, atom 49 (H): 0.23, atom 50 (H): 0.23, atom 51 (H): 0.21, atom 52 (H): 0.14, atom 53 (H): 0.14, atom 54 (H): 0.51



Molecular formula: C4H12
Method: DFT, ωB97M-V/def2-TZVPD

CARTESIAN COORDINATES (ANGSTROEM)
C -0.27195 -2.22731 1.21597
C 1.23950 -1.92322 1.21564
H -0.67707 -3.14358 1.75594
H -0.74077 -1.41343 1.88994
H -0.75390 -2.15591 0.23120
H 1.52871 -1.37986 2.16077
H 1.56908 -1.33247 0.48495
H 1.77448 -2.80806 1.39862
C -0.14998 2.26864 -0.62816
C -0.81760 1.75392 -1.85944
H -0.90319 2.83714 0.05603
H 0.46808 1.50974 -0.05499
H 0.51620 2.99722 -1.06928
H -1.82751 1.67853 -1.79841
H -0.37879 0.83076 -2.23187
H -0.57528 2.50790 -2.76690

Calculated values
Charge: -1
Energy, eV: -4339.7098
Max |F|, hartree/bohr: 0.1043
Kohn-Sham gap (spin up / spin down), eV: 2.8787 / 11.7082
Energy above the lowest of the compared OMol25 structures with the same formula, charge and spin, eV: 1.327
2S+1: 2
Expectation value of S²: 0.75

Charge distribution, natural (NBO) scheme, values in e: atom 1 (C): -0.82, atom 2 (C): -0.88, atom 3 (H): 0.18, atom 4 (H): 0.18, atom 5 (H): 0.20, atom 6 (H): 0.17, atom 7 (H): 0.20, atom 8 (H): 0.19, atom 9 (C): -0.82, atom 10 (C): -0.73, atom 11 (H): 0.18, atom 12 (H): 0.20, atom 13 (H): 0.19, atom 14 (H): 0.19, atom 15 (H): 0.20, atom 16 (H): 0.15



Molecular formula: C21H32N6O3S2
Method: DFT, ωB97M-V/def2-TZVPD

CARTESIAN COORDINATES (ANGSTROEM)
C -7.83820 -1.51750 -1.28332
H -7.73936 -1.45758 -2.36444
H -8.37920 -0.64390 -0.93081
H -8.40237 -2.41181 -1.03187
C -6.46619 -1.55746 -0.61508
N -5.68067 -0.38481 -0.91488
S -5.76361 0.92181 0.08631
O -5.53505 2.10949 -0.68714
O -6.95600 0.81567 0.87387
C -4.34725 0.69071 1.16502
C -3.13304 1.19961 0.75448
C -2.00504 1.00146 1.54820
C -2.12964 0.28204 2.74140
C -3.35575 -0.21712 3.13576
C -4.47871 -0.01229 2.34571
H -5.45317 -0.36963 2.63763
H -3.44087 -0.76332 4.06270
H -1.24676 0.13738 3.34354
C -0.70051 1.51675 1.19201
N 0.37493 1.36537 1.92483
N 1.40534 1.96531 1.32397
C 0.96233 2.50307 0.21361
N -0.37201 2.24985 0.07117
N -1.17909 2.60725 -0.99965
H -1.62889 3.50688 -0.83232
H -0.60664 2.68008 -1.83810
S 1.85117 3.41044 -0.96874
C 3.47876 3.49568 -0.16576
H 3.31000 3.70730 0.88856
H 3.98618 4.32592 -0.65618
C 4.29128 2.21312 -0.38037
O 5.12484 2.14357 -1.25886
N 3.98844 1.24816 0.49805
H 3.19406 1.40400 1.11606
C 4.57951 -0.08662 0.47424
C 4.28963 -0.78876 -0.85902
H 3.35146 -0.38513 -1.25019
C 4.12609 -2.29852 -0.69713
C 5.42949 -3.05474 -0.45491
C 6.24738 -2.55116 0.73397
C 6.91667 -1.20271 0.45972
C 6.07297 0.02405 0.81169
H 6.15771 0.23353 1.88087
H 6.47852 0.88029 0.27188
H 7.84246 -1.13589 1.03545
H 7.19579 -1.16340 -0.59419
H 5.61983 -2.48888 1.62420
H 7.02689 -3.28979 0.93676
H 6.04937 -2.99666 -1.35273
H 5.18511 -4.10848 -0.29590
H 3.66555 -2.69920 -1.60367
H 3.43718 -2.49150 0.12992
H 5.06960 -0.55543 -1.58194
H 4.06779 -0.63876 1.26881
H -3.08970 1.74701 -0.17194
C -4.89328 -0.31665 -2.11876
C -3.56224 -1.05923 -2.00028
H -3.72695 -2.12058 -1.82983
H -2.97693 -0.66430 -1.17387
H -2.99522 -0.94218 -2.91985
H -4.71809 0.74406 -2.30452
H -5.47078 -0.72192 -2.95624
H -5.90980 -2.44689 -0.92567
H -6.59532 -1.58708 0.46781

Calculated values
Energy, eV: -59049.5210
Max |F|, hartree/bohr: 0.0266
Kohn-Sham gap, eV: 8.8147
Energy above the lowest of the compared OMol25 structures with the same formula, charge and spin, eV: 0.527
2S+1: 1

Charge distribution, natural (NBO) scheme, values in e: atom 1 (C): -0.62, atom 2 (H): 0.20, atom 3 (H): 0.23, atom 4 (H): 0.21, atom 5 (C): -0.21, atom 6 (N): -0.71, atom 7 (S): 2.35, atom 8 (O): -0.94, atom 9 (O): -0.94, atom 10 (C): -0.32, atom 11 (C): -0.22, atom 12 (C): -0.02, atom 13 (C): -0.17, atom 14 (C): -0.21, atom 15 (C): -0.18, atom 16 (H): 0.24, atom 17 (H): 0.22, atom 18 (H): 0.24, atom 19 (C): 0.28, atom 20 (N): -0.27, atom 21 (N): -0.36, atom 22 (C): 0.16, atom 23 (N): -0.21, atom 24 (N): -0.63, atom 25 (H): 0.37, atom 26 (H): 0.38, atom 27 (S): 0.27, atom 28 (C): -0.60, atom 29 (H): 0.25, atom 30 (H): 0.26, atom 31 (C): 0.66, atom 32 (O): -0.63, atom 33 (N): -0.63, atom 34 (H): 0.44, atom 35 (C): -0.04, atom 36 (C): -0.42, atom 37 (H): 0.21, atom 38 (C): -0.39, atom 39 (C): -0.39, atom 40 (C): -0.41, atom 41 (C): -0.40, atom 42 (C): -0.41, atom 43 (H): 0.20, atom 44 (H): 0.23, atom 45 (H): 0.21, atom 46 (H): 0.20, atom 47 (H): 0.19, atom 48 (H): 0.21, atom 49 (H): 0.19, atom 50 (H): 0.20, atom 51 (H): 0.21, atom 52 (H): 0.19, atom 53 (H): 0.22, atom 54 (H): 0.20, atom 55 (H): 0.26, atom 56 (C): -0.22, atom 57 (C): -0.62, atom 58 (H): 0.20, atom 59 (H): 0.21, atom 60 (H): 0.21, atom 61 (H): 0.23, atom 62 (H): 0.19, atom 63 (H): 0.20, atom 64 (H): 0.22



> energy of number 3 (C4H12)?

-4339.7098 eV